(one)
Density functional theory data (the ωB97M-V functional and the def2-TZVPD basis) for the molecule C7H13N.

The value obtained for the HOMO energy is -7.0 eV. As for the HOMO-LUMO gap: 0.1916 Ha.

Each line ends with the Löwdin charge.
Atoms and positions in Å:
N: -0.70921 -1.68552 1.02668  0.053
C: 0.45387 -1.92767 -1.08865  -0.053
C: 0.04336 1.18021 -1.09310  -0.140
C: -0.60302 1.14809 -2.29548  0.075
C: 0.90689 0.63920 1.19134  -0.187
C: -0.50456 -1.05318 -0.25281  -0.520
C: 0.06185 0.31186 -0.00099  -0.159
C: -0.05998 1.03539 2.34241  -0.079
H: 1.51302 -0.24261 1.42717  0.122
H: -0.95405 0.44103 2.23026  0.045
H: 0.85483 -1.31144 -1.90090  0.066
H: 0.03006 -2.84115 -1.48497  0.072
H: -0.31865 2.09494 2.22441  0.074
H: -0.32397 1.86116 -3.05621  0.061
H: -1.31047 0.35920 -2.51726  0.062
H: 0.78382 1.97915 -1.00453  0.111
H: 1.55665 1.46030 0.88606  0.102
H: 0.34683 0.93797 3.35286  0.075
H: -1.66331 -1.42408 1.29681  0.008
H: -1.39520 -0.82409 -0.86359  0.136
H: 1.29125 -2.13876 -0.41951  0.075

(two)
Density functional theory data (the ωB97M-V functional and the def2-TZVPD basis) for the molecule C7H13N.

The value obtained for the HOMO energy is -8.8 eV. As for the HOMO-LUMO gap: 0.3604 Ha. As for the SMILES: C=CC(=C)CCCN.

Each line ends with the Löwdin charge.
Atoms and positions in Å:
N: -1.68077 2.22400 -0.40892  -0.009
C: -1.06397 1.22011 -1.31177  -0.214
C: 2.28912 -2.12044 -0.27233  -0.001
C: 0.72331 -0.32914 0.70385  -0.300
C: 1.82689 -0.86804 -0.27828  -0.139
C: -0.76782 -0.58047 0.63486  -0.189
C: -1.54068 -0.25262 -0.66994  -0.170
C: 1.34356 0.30817 1.71583  0.035
H: 0.76887 0.61268 2.62984  0.079
H: -2.53353 -0.05735 -0.25705  0.079
H: 2.31581 -0.02087 -0.81449  0.108
H: -1.25387 0.15375 1.38877  0.125
H: -2.26130 1.70807 0.25554  0.053
H: -1.59573 -1.04110 -1.46516  0.107
H: 2.36173 0.54903 1.73921  0.041
H: -1.22635 3.00521 -0.12172  0.015
H: 3.18147 -2.40773 -0.75865  0.032
H: 0.01240 1.16293 -1.40250  0.073
H: 1.74207 -3.01231 0.03319  0.062
H: -0.94458 -1.56037 0.97881  0.091
H: -1.69664 1.30652 -2.31908  0.123

(three)
Density functional theory data (the ωB97M-V functional and the def2-TZVPD basis) for a structure of composition C7H13N.

The value obtained for the HOMO energy is -7.2 eV. As for the HOMO-LUMO gap: 0.2898 Ha.

Each line ends with the Löwdin charge.
Atoms and positions in Å:
N: -2.21974 0.82268 -0.63784  0.001
C: 1.01923 0.95742 0.59985  -0.194
C: 1.64318 -1.09383 -1.49708  -0.014
C: -1.05039 -0.34189 1.18538  -0.164
C: -2.28997 -0.30579 0.27361  -0.280
C: 0.24478 -0.20747 0.44851  -0.288
C: 0.55660 -1.06223 -0.65210  -0.152
C: 2.45363 1.00884 0.45228  -0.030
H: -1.01921 -1.37403 1.56674  0.118
H: -2.84238 0.74771 -1.41126  0.055
H: -1.11030 0.30871 2.05452  0.109
H: 2.69020 -0.93439 -1.32858  0.028
H: -0.16644 -1.84958 -0.86357  0.104
H: -3.22271 -0.18126 0.83553  0.102
H: -2.33843 -1.27184 -0.23968  0.096
H: 1.71516 0.99048 -0.48297  0.110
H: 1.38718 -1.53276 -2.46199  0.042
H: 0.49251 1.84921 0.94816  0.129
H: 3.04381 0.16077 0.78030  0.098
H: 2.84897 1.97670 0.70316  0.077
H: -1.44162 1.43197 -0.75464  0.053

(four)
Density functional theory data (the ωB97M-V functional and the def2-TZVPD basis) for a structure of composition C7H13N.

The value obtained for the HOMO energy is -8.3 eV. As for the HOMO-LUMO gap: 0.3432 Ha.

Each line ends with the Löwdin charge.
Atoms and positions in Å:
N: 1.03950 -1.08333 0.65346  -0.012
C: 1.10392 1.03288 -0.82108  -0.046
C: -1.66204 0.21913 -0.67413  -0.141
C: -0.74806 1.20315 1.13333  -0.058
C: -0.30670 0.68230 -0.12052  -0.521
C: -1.41454 -1.16273 -0.01354  -0.130
C: -0.05431 -0.78858 -0.13914  -0.542
C: 2.03572 -0.03646 0.02148  -0.098
H: 0.58261 0.74400 -1.91924  0.157
H: 2.65950 -0.82259 -0.57659  0.131
H: 0.18392 -0.96521 -1.26466  0.154
H: -1.62529 -2.07157 -0.54471  0.118
H: 2.62094 0.53087 0.54731  0.020
H: -0.00226 0.77334 1.95418  0.118
H: -2.56745 0.63718 -0.50430  0.064
H: -2.10898 0.83836 1.08310  0.188
H: -1.40316 -0.22923 -1.66178  0.120
H: -1.74103 -1.17599 0.94904  0.081
H: 1.52263 2.09374 -0.75620  0.107
H: -0.65885 2.40722 1.06333  0.124
H: 1.53705 -2.07499 0.73790  0.166

Stability ranking, top and bottom: (two) is the most stable and (four) is the least stable.

(one)
Density functional theory data (the ωB97M-V functional and the def2-TZVPD basis) for the molecule C7H13N.

The value obtained for the HOMO energy is -8.6 eV. As for the HOMO-LUMO gap: 0.3574 Ha. As for the SMILES: C=CCC(=C)CCN.

Each line ends with the Löwdin charge.
Atoms and positions in Å:
N: 2.27984 1.81931 -0.56336  -0.037
C: -1.14216 0.34804 -0.33792  -0.320
C: -2.04074 1.23124 0.11402  0.050
C: -0.52111 -1.71698 1.10274  -0.205
C: -1.42593 -1.18554 0.02803  -0.157
C: 1.29350 0.75577 -0.26303  -0.283
C: 0.63815 -2.32930 1.04881  -0.018
C: 0.03727 0.59601 -1.16203  -0.169
H: 1.18427 -2.76335 1.87821  0.053
H: -1.90065 2.28914 -0.07080  0.059
H: 2.89964 2.18980 0.10755  0.029
H: 1.95657 -0.10332 -0.18714  0.087
H: 0.36021 -0.10068 -1.95234  0.118
H: 1.09347 -2.75354 0.15815  0.063
H: 0.05401 1.58382 -1.72929  0.127
H: -2.83197 1.10800 0.81477  0.051
H: 1.95649 2.69260 -1.12237  0.097
H: 0.90714 0.82500 0.76211  0.099
H: -1.06894 -1.49976 2.05937  0.119
H: -2.46859 -1.27964 0.32853  0.096
H: -1.26048 -1.70660 -1.01403  0.143

(two)
Density functional theory data (the ωB97M-V functional and the def2-TZVPD basis) for the molecule C7H13N.

The value obtained for the HOMO energy is -8.5 eV. As for the HOMO-LUMO gap: 0.3538 Ha. As for the SMILES: C=C/C=C/CCCN.

Each line ends with the Löwdin charge.
Atoms and positions in Å:
N: 3.25480 0.62926 1.81592  -0.014
C: 0.34167 -0.54848 0.50834  -0.203
C: -0.81823 0.08885 -0.25869  -0.094
C: 0.79012 0.32154 1.70681  -0.215
C: -2.56322 -0.18924 -2.00477  -0.189
C: -1.36816 -0.60121 -1.26993  -0.142
C: 1.97283 1.26486 1.53676  -0.295
C: -2.99542 -0.88431 -3.05922  -0.008
H: -1.24557 1.00700 0.11696  0.104
H: -0.11164 0.81146 2.07023  0.102
H: 1.98869 1.78938 0.58349  0.111
H: -0.85510 -1.49718 -1.60193  0.111
H: 1.11693 -0.84274 -0.20698  0.113
H: -3.02127 0.77234 -1.81834  0.099
H: -3.91267 -0.70729 -3.59421  0.045
H: -2.55756 -1.84253 -3.33142  0.055
H: 3.14466 -0.36547 1.95495  0.053
H: 1.79299 1.98245 2.35100  0.098
H: -0.01414 -1.51206 0.88522  0.107
H: 3.99428 0.71164 1.12562  0.062
H: 1.06601 -0.38829 2.49019  0.103

Stability ranking, top and bottom: (two) is the most stable and (one) is the least stable.

(one)
Density functional theory data (the ωB97M-V functional and the def2-TZVPD basis) for the molecule C7H13N.

The value obtained for the HOMO energy is -7.9 eV. As for the HOMO-LUMO gap: 0.3308 Ha. As for the SMILES: C=C/C(N)=C/CCC.

Each line ends with the Löwdin charge.
Atoms and positions in Å:
N: 1.64443 0.73725 -1.14783  0.097
C: 2.56937 -0.65356 0.64315  -0.147
C: 1.42836 -0.27158 -0.20042  -0.373
C: -1.06520 -0.53633 -0.61592  -0.222
C: -3.21229 0.75746 -0.07776  -0.110
C: 3.41316 0.21981 1.18836  0.007
C: 0.27058 -0.92871 -0.04490  -0.081
C: -2.00289 -0.02400 0.47145  -0.256
H: 3.32585 1.28090 0.98074  0.056
H: -3.04041 1.05468 -1.11725  0.063
H: -2.38935 -0.85560 1.06265  0.104
H: -4.15874 0.20600 -0.12142  0.066
H: 0.84203 0.79494 -1.76244  0.070
H: 2.49773 0.61416 -1.67230  0.092
H: 0.23530 -1.72160 0.68926  0.108
H: -1.46492 0.60919 1.17440  0.106
H: -1.49341 -1.39804 -1.14005  0.115
H: -1.02737 0.22481 -1.39516  0.088
H: 4.36318 -0.05293 1.64109  0.053
H: -3.43007 1.63682 0.52489  0.063
H: 2.69466 -1.69367 0.91945  0.102

(two)
Density functional theory data (the ωB97M-V functional and the def2-TZVPD basis) for the molecule C7H13N.

The value obtained for the HOMO energy is -7.3 eV. As for the HOMO-LUMO gap: 0.3085 Ha. As for the SMILES: C/C=C/C/C(C)=C/N.

Each line ends with the Löwdin charge.
Atoms and positions in Å:
N: 0.36898 2.85711 -0.33325  0.054
C: 0.54225 1.54822 0.00522  -0.187
C: -0.01781 -1.60825 0.33477  -0.112
C: -0.47201 -1.35541 1.55261  -0.204
C: 0.48795 0.85191 -2.31060  -0.062
C: 1.11699 -0.80764 -0.33751  -0.201
C: 0.70932 0.51027 -0.85176  -0.320
C: -1.83123 -1.77765 1.99819  -0.139
H: 0.52246 1.37513 1.08183  0.115
H: -2.17598 -2.72939 1.62022  0.054
H: 1.93467 -0.76443 0.40842  0.114
H: -2.07606 -1.97908 3.04068  0.052
H: 0.54927 3.58635 0.34143  0.090
H: -2.65267 -0.95733 1.68662  0.121
H: 0.48002 3.10707 -1.28896  0.061
H: 1.39650 1.18942 -2.77346  0.069
H: -0.51383 -2.34857 -0.35878  0.123
H: 1.66265 -1.39951 -1.06413  0.101
H: -0.31489 1.60858 -2.31978  0.075
H: 0.17661 -0.10812 -2.75374  0.083
H: 0.10682 -0.79869 2.32197  0.112

Stability ranking, top and bottom: (one) is the most stable and (two) is the least stable.

(one)
Density functional theory data (the ωB97M-V functional and the def2-TZVPD basis) for the molecule C4H8S2.

The value obtained for the HOMO energy is -8.7 eV. As for the HOMO-LUMO gap: 0.3479 Ha. As for the SMILES: CC1(S)CSC1.

Each line ends with the Löwdin charge.
Atoms and positions in Å:
S: -0.81255 1.69057 1.22773  0.710
S: 1.59658 -0.87408 1.23841  0.752
C: 1.47212 0.12530 -0.22785  -0.464
C: -0.26370 0.34520 0.00800  -0.821
C: -0.98025 0.19932 -1.28945  -0.162
C: -0.22251 -0.99240 0.95276  -0.463
H: 2.39362 0.93794 -0.11442  0.118
H: -2.16927 0.33056 -1.21343  0.109
H: 1.55229 -0.63821 -1.06545  0.060
H: 0.14003 1.42352 2.07781  -0.178
H: -0.79079 1.02753 -2.21500  0.139
H: -0.93815 -0.80423 1.72829  0.038
H: -0.51954 -0.91533 -1.49403  0.117
H: -0.45788 -1.85568 0.38663  0.045

(two)
Density functional theory data (the ωB97M-V functional and the def2-TZVPD basis) for the molecule C4H8S2.

The value obtained for the HOMO energy is -8.3 eV. As for the HOMO-LUMO gap: 0.3349 Ha. As for the SMILES: C=CSCCS.

Each line ends with the Löwdin charge.
Atoms and positions in Å:
S: 0.55245 -0.90117 -0.39674  0.870
S: -3.00341 -0.88039 0.33042  0.687
C: 1.88168 -0.33625 0.49549  -0.598
C: -1.99125 0.44481 -0.38198  -0.654
C: 3.12525 -0.48128 0.07864  -0.079
C: -0.57824 0.50099 0.04982  -0.552
H: 3.89070 -0.06924 0.66900  0.036
H: 3.37100 -1.09225 -0.78356  0.057
H: -3.92389 -0.96760 -0.63817  -0.152
H: -0.44706 0.49212 1.13385  0.064
H: -2.45477 1.40375 -0.15662  0.071
H: 1.72188 0.14140 1.46724  0.079
H: -1.97068 0.31792 -1.47405  0.078
H: -0.17367 1.42719 -0.39334  0.094

Stability ranking, top and bottom: (two) is the most stable and (one) is the least stable.